[1]
{
  "formula": "C26H46O2P2Yb",
  "method": "ωB97M-V/def2-TZVPD",
  "symbols": ["Yb", "C", "C", "C", "C", "C", "C", "H", "H", "H", "C", "H", "H", "H", "C", "H", "H", "H", "C", "H", "H", "H", "C", "H", "H", "H", "C", "C", "C", "C", "C", "C", "C", "C", "H", "H", "H", "H", "H", "H", "H", "H", "H", "H", "H", "H", "P", "P", "C", "C", "H", "H", "H", "H", "C", "H", "H", "H", "C", "H", "H", "H", "C", "H", "H", "H", "C", "H", "H", "H", "C", "C", "O", "O", "H", "H", "H"],
  "xyz": [[-0.04, -1.00, 0.38], [-1.33, 0.89, 2.01], [-1.34, 1.84, 0.95], [-2.54, 0.02, 0.26], [-2.10, -0.23, 1.59], [-2.08, 1.30, -0.12], [-0.62, 1.06, 3.29], [0.22, 1.77, 3.18], [-0.21, 0.12, 3.67], [-1.28, 1.48, 4.07], [-2.25, -1.54, 2.25], [-1.60, -1.62, 3.12], [-2.00, -2.36, 1.55], [-3.28, -1.75, 2.58], [-3.24, -0.96, -0.60], [-4.31, -1.03, -0.36], [-2.84, -1.98, -0.48], [-3.17, -0.68, -1.66], [-2.37, 1.96, -1.41], [-3.32, 2.53, -1.37], [-2.47, 1.23, -2.22], [-1.58, 2.68, -1.68], [-0.72, 3.18, 0.99], [-1.44, 3.96, 1.28], [-0.31, 3.47, 0.01], [0.11, 3.24, 1.71], [2.44, -0.82, 0.35], [2.25, 0.31, 1.06], [2.66, 1.69, 0.65], [2.52, 1.99, -0.86], [1.27, 1.49, -1.49], [1.10, 0.30, -2.08], [2.16, -0.77, -2.21], [3.09, -1.00, -0.99], [3.72, 1.87, 0.91], [3.42, 1.61, -1.38], [2.06, 2.41, 1.24], [4.03, -0.42, -1.09], [2.22, -1.79, 0.84], [1.98, 0.22, 2.12], [3.37, -2.07, -1.03], [1.64, -1.72, -2.44], [0.22, 0.13, -2.71], [2.82, -0.56, -3.08], [2.52, 3.09, -0.94], [0.50, 2.26, -1.61], [4.61, -1.54, -5.60], [3.18, -1.40, -8.36], [5.70, -1.64, -7.12], [4.92, -2.07, -8.36], [6.51, -2.35, -6.91], [6.15, -0.65, -7.26], [5.42, -1.75, -9.28], [4.81, -3.17, -8.39], [2.55, -2.32, -9.83], [1.58, -1.89, -10.11], [2.40, -3.37, -9.55], [3.24, -2.25, -10.68], [3.54, 0.19, -9.21], [4.13, 0.03, -10.12], [4.08, 0.86, -8.53], [2.58, 0.65, -9.47], [5.37, -2.90, -4.62], [4.96, -2.89, -3.61], [6.47, -2.78, -4.58], [5.12, -3.86, -5.10], [5.42, -0.11, -4.76], [5.17, 0.80, -5.31], [6.51, -0.25, -4.72], [5.03, -0.03, -3.73], [0.69, -2.97, 4.31], [1.34, -2.17, 3.22], [2.49, -1.71, 3.31], [0.53, -2.02, 2.16], [1.46, -3.29, 5.02], [0.16, -3.83, 3.87], [-0.04, -2.31, 4.82]],
  "lowdin_spin": [0.9375, 0.0147, 0.0023, 0.0003, 0.0098, 0.0181, 0.0024, 0.0001, 0.0003, 0.0010, 0.0012, 0.0000, 0.0002, 0.0004, -0.0004, -0.0001, 0.0000, 0.0000, 0.0030, 0.0013, 0.0003, 0.0002, -0.0003, -0.0001, -0.0001, 0.0000, -0.0009, 0.0010, 0.0002, 0.0000, 0.0005, 0.0003, 0.0000, -0.0001, 0.0001, 0.0000, 0.0000, 0.0000, -0.0002, 0.0000, 0.0000, 0.0000, 0.0000, 0.0000, 0.0000, 0.0000, 0.0000, 0.0000, 0.0000, 0.0000, 0.0000, 0.0000, 0.0000, 0.0000, 0.0000, 0.0000, 0.0000, 0.0000, 0.0000, 0.0000, 0.0000, 0.0000, 0.0000, 0.0000, 0.0000, 0.0000, 0.0000, 0.0000, 0.0000, 0.0000, 0.0002, 0.0004, 0.0014, 0.0049, 0.0001, 0.0000, 0.0000],
  "gap_ev": [5.357, 4.893],
  "de_lowest_kj_mol": 0.00,
  "e_tot_ha": -3009.9199,
  "total_charge": 1,
  "spin_multiplicity": 2
}



[2]
{
  "formula": "C36H44BrN4S2Si2Sn",
  "method": "ωB97M-V/def2-TZVPD",
  "symbols": ["Sn", "C", "Si", "C", "C", "N", "C", "C", "C", "C", "C", "C", "N", "Si", "C", "C", "C", "H", "H", "H", "H", "H", "H", "H", "H", "H", "H", "H", "H", "H", "H", "H", "H", "H", "H", "H", "H", "H", "H", "S", "C", "N", "C", "C", "N", "C", "C", "C", "C", "C", "C", "C", "C", "S", "C", "C", "C", "C", "C", "C", "C", "H", "H", "H", "H", "H", "H", "H", "H", "H", "H", "H", "H", "H", "H", "H", "H", "H", "H", "Br", "C", "C", "C", "C", "C", "C", "H", "H", "H", "H"],
  "xyz": [[0.61, 1.29, -1.58], [4.38, -1.13, -1.61], [4.01, 0.71, -1.86], [3.20, 1.07, -3.55], [5.61, 1.75, -1.84], [2.78, 1.40, -0.65], [2.94, 2.21, 0.35], [4.10, 2.08, 1.24], [4.08, 2.71, 2.43], [2.99, 3.58, 2.87], [1.91, 3.76, 2.09], [1.86, 3.22, 0.73], [1.17, 3.71, -0.26], [0.00, 5.10, -0.46], [-1.39, 4.67, -1.66], [-0.88, 5.50, 1.12], [1.16, 6.48, -0.93], [4.44, -1.49, -2.60], [3.59, -1.69, -1.16], [5.31, -1.38, -1.15], [2.62, 2.00, -3.64], [2.54, 0.27, -3.91], [3.98, 1.08, -4.39], [5.86, 1.99, -2.91], [6.43, 1.16, -1.43], [5.75, 2.74, -1.38], [4.90, 1.47, 0.89], [4.86, 2.50, 3.13], [3.01, 4.11, 3.79], [1.14, 4.39, 2.52], [-1.14, 4.01, -2.50], [-1.65, 5.64, -2.07], [-2.23, 4.35, -1.07], [-0.53, 6.33, 1.81], [-0.85, 4.70, 1.88], [-1.90, 5.74, 0.80], [2.22, 6.21, -1.04], [1.03, 7.35, -0.33], [0.82, 6.76, -1.91], [-2.25, 1.26, -1.59], [-2.20, -0.06, -0.57], [-2.67, -1.28, -0.88], [-2.44, -2.30, 0.08], [-2.66, -1.85, 1.50], [-1.75, -0.76, 1.72], [-1.08, -0.58, 3.12], [-0.14, -1.72, 3.51], [1.22, -1.58, 3.21], [2.15, -2.56, 3.51], [1.67, -3.79, 4.04], [0.31, -3.98, 4.36], [-0.58, -2.97, 4.07], [-1.50, 0.10, 0.76], [-0.42, 1.39, 0.86], [-3.47, -1.61, -2.04], [-4.69, -2.44, -1.68], [-4.82, -3.71, -2.28], [-5.94, -4.49, -1.93], [-7.01, -3.96, -1.22], [-6.95, -2.68, -0.71], [-5.81, -1.89, -1.02], [-1.39, -2.67, -0.02], [-3.03, -3.11, -0.28], [-2.41, -2.69, 2.25], [-3.67, -1.60, 1.60], [-1.94, -0.68, 3.85], [-0.66, 0.41, 3.18], [1.53, -0.61, 2.92], [3.21, -2.47, 3.26], [2.33, -4.61, 4.27], [-0.01, -4.95, 4.73], [-1.71, -3.10, 4.39], [-2.81, -2.16, -2.75], [-3.61, -0.62, -2.54], [-4.01, -4.12, -2.97], [-6.05, -5.41, -2.55], [-7.95, -4.49, -1.10], [-7.78, -2.18, -0.30], [-5.71, -0.80, -0.74], [0.95, -5.54, -1.25], [0.70, -3.72, -1.21], [0.32, -3.07, -2.38], [0.36, -1.70, -2.39], [0.72, -0.95, -1.27], [1.02, -1.63, -0.11], [1.05, -2.98, -0.13], [0.00, -3.60, -3.25], [0.12, -1.17, -3.32], [1.45, -1.15, 0.76], [1.33, -3.55, 0.77]],
  "lowdin_charge": [0.9777, -0.1294, 0.5329, -0.2257, -0.1773, -0.0910, -0.2790, -0.0211, -0.0334, -0.0422, -0.0339, -0.3696, -0.0347, 0.4616, -0.1821, -0.1868, -0.1509, 0.0198, 0.0106, 0.0278, 0.0087, 0.0146, 0.0678, 0.0427, 0.0275, 0.0323, 0.1035, 0.1114, 0.1096, 0.0944, 0.0171, 0.0332, 0.0120, 0.0577, 0.0174, 0.0336, 0.0438, 0.0221, 0.0176, 0.6562, -0.7011, -0.1037, -0.1162, -0.0762, -0.0422, -0.0512, -0.1992, -0.0794, -0.0567, -0.0626, -0.0850, -0.0606, -0.6312, 0.7295, -0.1184, -0.2385, -0.0404, -0.0793, -0.0886, -0.0662, -0.0210, 0.1269, 0.1229, 0.1490, 0.1236, 0.1484, 0.0706, 0.0923, 0.1161, 0.0994, 0.1156, 0.1516, 0.1390, 0.0900, 0.1367, 0.1207, 0.1104, 0.0911, 0.1324, 0.8205, -0.7598, -0.1265, -0.1538, -0.3605, -0.1775, -0.1845, 0.0971, 0.1035, 0.0835, 0.1130],
  "gap_ev": 5.815,
  "de_lowest_kj_mol": 287.09,
  "e_tot_ha": -5780.6938,
  "total_charge": 1
}



[3]
{
  "formula": "C31H41N7TeTi",
  "method": "ωB97M-V/def2-TZVPD",
  "symbols": ["Ti", "C", "C", "C", "C", "C", "C", "N", "C", "C", "C", "C", "C", "N", "C", "C", "C", "C", "C", "C", "N", "H", "H", "H", "H", "H", "H", "H", "H", "H", "H", "H", "H", "H", "H", "H", "C", "C", "N", "C", "C", "N", "C", "C", "N", "H", "H", "H", "H", "H", "H", "H", "H", "H", "H", "H", "H", "H", "H", "H", "C", "Te", "C", "H", "H", "H", "H", "H", "H", "N", "C", "C", "C", "C", "C", "C", "H", "H", "H", "H", "H"],
  "xyz": [[0.62, 0.71, -0.13], [2.16, 3.88, -0.38], [2.71, 2.92, 0.64], [3.92, 3.14, 1.22], [4.42, 2.19, 2.17], [3.65, 1.16, 2.56], [2.32, 1.01, 2.01], [1.94, 1.83, 0.92], [1.39, 0.07, 2.43], [1.57, -0.80, 3.56], [0.55, -1.56, 4.02], [-0.74, -1.46, 3.38], [-0.86, -0.68, 2.27], [0.18, -0.02, 1.68], [-2.18, -0.57, 1.58], [-3.36, -0.56, 2.32], [-4.56, -0.47, 1.65], [-4.56, -0.40, 0.27], [-3.35, -0.42, -0.41], [-3.28, -0.34, -1.90], [-2.19, -0.50, 0.24], [1.20, 3.53, -0.77], [1.99, 4.86, 0.08], [2.86, 4.03, -1.20], [4.49, 4.02, 0.96], [5.41, 2.32, 2.59], [4.01, 0.45, 3.29], [2.52, -0.80, 4.08], [0.68, -2.19, 4.90], [-1.59, -1.99, 3.77], [-3.32, -0.59, 3.40], [-5.49, -0.46, 2.21], [-5.49, -0.32, -0.28], [-2.82, -1.25, -2.31], [-4.27, -0.24, -2.34], [-2.68, 0.51, -2.20], [1.51, -2.34, -0.25], [0.61, -2.21, -1.48], [0.02, -0.88, -1.56], [0.08, -0.26, -2.89], [1.51, 0.24, -3.14], [2.06, 0.89, -1.94], [3.42, 0.47, -1.60], [3.40, -0.95, -1.05], [2.31, -1.12, -0.09], [2.13, -3.24, -0.34], [0.89, -2.44, 0.64], [-0.16, -2.99, -1.45], [1.20, -2.38, -2.39], [-0.93, -0.86, -1.17], [-0.60, 0.59, -2.88], [-0.23, -0.95, -3.68], [1.53, 0.91, -4.00], [2.15, -0.61, -3.38], [2.02, 1.90, -2.04], [3.80, 1.16, -0.85], [4.09, 0.51, -2.47], [4.37, -1.17, -0.59], [3.28, -1.68, -1.86], [2.64, -1.06, 0.86], [-2.18, -5.88, 0.07], [-1.91, -4.08, 1.17], [-0.47, -4.94, 2.48], [-2.59, -6.66, 0.71], [-1.23, -6.20, -0.35], [-2.88, -5.69, -0.74], [0.38, -5.29, 1.91], [-0.92, -5.76, 3.03], [-0.15, -4.17, 3.17], [-0.45, 1.90, -0.77], [-1.33, 2.87, -1.14], [-1.38, 3.36, -2.46], [-2.30, 4.33, -2.82], [-3.19, 4.84, -1.89], [-3.15, 4.37, -0.58], [-2.24, 3.40, -0.21], [-0.67, 2.98, -3.19], [-2.31, 4.69, -3.84], [-3.91, 5.59, -2.18], [-3.84, 4.76, 0.15], [-2.20, 3.03, 0.81]],
  "lowdin_charge": [0.9321, -0.0331, -0.3565, -0.0785, -0.0970, -0.0476, -0.2636, -0.0163, -0.2632, -0.0378, -0.0997, -0.0926, -0.2645, -0.0186, -0.2587, -0.0253, -0.0498, -0.0222, -0.3127, -0.0141, 0.1225, 0.0401, 0.0889, 0.0823, 0.1005, 0.0959, 0.0926, 0.0969, 0.0965, 0.0924, 0.1141, 0.1097, 0.1092, 0.0845, 0.0825, 0.0666, -0.1872, -0.1740, -0.1285, -0.1977, -0.1602, -0.1015, -0.1721, -0.1660, -0.0887, 0.1256, 0.0896, 0.0938, 0.1099, 0.0515, 0.0808, 0.1266, 0.1264, 0.1070, 0.0989, 0.1075, 0.1252, 0.1282, 0.1077, 0.1015, -0.4817, 1.1818, -0.4466, -0.0073, -0.0061, -0.0135, 0.0006, -0.0013, -0.0296, -0.1121, -0.3981, -0.0634, -0.1090, -0.1188, -0.1013, -0.0392, 0.0948, 0.0957, 0.0911, 0.0970, 0.1076],
  "gap_ev": 5.318,
  "de_lowest_kj_mol": 0.00,
  "e_tot_ha": -2706.7107,
  "total_charge": 0
}



[4]
{
  "formula": "C8H13N3O",
  "method": "ωB97M-V/def2-TZVPD",
  "symbols": ["C", "C", "C", "C", "C", "C", "C", "C", "N", "N", "N", "O", "H", "H", "H", "H", "H", "H", "H", "H", "H", "H", "H", "H", "H"],
  "xyz": [[2.79, -1.24, -0.34], [2.50, 0.05, 0.35], [-2.26, -0.85, -0.32], [-1.95, 0.55, -0.93], [-1.02, -1.67, 0.00], [-1.14, 1.28, 0.14], [-0.29, -0.85, 1.07], [1.20, 0.84, -0.08], [2.76, -2.30, -0.78], [0.05, 0.45, 0.44], [1.52, 1.88, -0.70], [3.58, 0.91, 0.25], [2.46, -0.13, 1.48], [-2.85, -0.85, 0.67], [-2.98, -1.42, -1.12], [-1.49, 0.63, -1.91], [-2.84, 0.99, -1.15], [-1.27, -2.59, 0.34], [-0.50, -1.97, -0.95], [-0.64, 2.28, -0.05], [-1.52, 1.52, 1.15], [-0.91, -0.52, 1.83], [0.46, -1.50, 1.39], [1.02, 2.67, -1.03], [3.32, 1.83, 0.24]],
  "nbo_charge": [0.2770, -0.0354, -0.3853, -0.4343, -0.4214, -0.2310, -0.2123, 0.4710, -0.3173, -0.4205, -0.8087, -0.7071, 0.2087, 0.2033, 0.2105, 0.2264, 0.2166, 0.2086, 0.2225, 0.2194, 0.2079, 0.1970, 0.2247, 0.3740, 0.5059],
  "gap_ev": 9.729,
  "de_lowest_kj_mol": 312.81,
  "e_tot_ha": -552.0405,
  "total_charge": 0
}



[5]
{
  "formula": "CH5BrP2",
  "method": "ωB97M-V/def2-TZVPD",
  "symbols": ["C", "P", "P", "Br", "H", "H", "H", "H", "H"],
  "xyz": [[0.80, -0.38, -0.49], [-0.64, -0.54, 0.62], [-1.67, 1.34, 0.12], [-3.44, 0.02, -1.92], [0.83, -1.19, -1.29], [1.72, -0.63, 0.13], [1.13, 0.54, -0.97], [0.15, 0.02, 1.78], [-2.82, 0.88, 1.00]],
  "nbo_charge": [-0.9838, 0.3204, 0.0316, -0.0587, 0.2370, 0.2395, 0.2390, -0.0080, -0.0171],
  "gap_ev": [8.840, 5.288],
  "de_lowest_kj_mol": 143.13,
  "e_tot_ha": -3297.6904,
  "total_charge": 0,
  "spin_multiplicity": 3
}



[6]
{
  "formula": "C3H17O5",
  "method": "ωB97M-V/def2-TZVPD",
  "symbols": ["O", "H", "H", "H", "O", "H", "H", "O", "H", "H", "O", "H", "H", "C", "C", "C", "O", "H", "H", "H", "H", "H", "H", "H", "H"],
  "xyz": [[-1.54, 20.42, 0.89], [-2.00, 19.53, 0.78], [-0.89, 20.50, 1.67], [-1.16, 20.70, 0.00], [0.43, 20.48, 2.64], [1.06, 19.75, 2.74], [0.76, 21.19, 3.21], [-0.14, 21.17, -1.29], [-0.20, 20.50, -1.99], [0.78, 21.46, -1.29], [-2.84, 18.14, 0.45], [-2.19, 17.43, 0.55], [-3.68, 17.70, 0.32], [-2.25, 24.24, 1.19], [-2.85, 23.87, 2.51], [-4.27, 24.41, 2.67], [-2.90, 22.42, 2.57], [-2.47, 25.27, 0.93], [-2.64, 23.65, 0.36], [-1.16, 24.09, 1.19], [-2.23, 24.24, 3.33], [-4.97, 23.92, 1.99], [-4.26, 25.49, 2.50], [-4.63, 24.28, 3.69], [-3.20, 22.18, 3.45]],
  "nbo_charge": [-0.8311, 0.5542, 0.5672, 0.5572, -0.9643, 0.5057, 0.5127, -0.9585, 0.4985, 0.5085, -0.9667, 0.4951, 0.5210, -0.6286, 0.0928, -0.6323, -0.7534, 0.2275, 0.2144, 0.2019, 0.1627, 0.2185, 0.2176, 0.2096, 0.4698],
  "gap_ev": 9.729,
  "de_lowest_kj_mol": 22.36,
  "e_tot_ha": -500.4578,
  "total_charge": 1
}